Entry 1:
{"formula": "C6H16N3O4", "method": "ωB97M-V/def2-TZVPD", "lumo_energy_ev": -4.38, "charge": 1, "molar_mass_g_mol": 194.21, "energy_ev": -19129.98954, "e_homo_ev": -13.84, "e_above_lowest_kcal_mol": 0.00, "symbols": ["H", "H", "O", "H", "C", "H", "H", "H", "H", "C", "O", "C", "N", "O", "H", "N", "C", "H", "N", "H", "H", "C", "H", "H", "H", "H", "C", "H", "O"], "coordinates": [[-0.849, 1.576, -2.359], [4.216, -1.091, 0.228], [0.431, 2.323, 1.389], [3.677, 0.255, 1.236], [0.314, 0.544, -0.067], [-0.999, -2.104, -0.438], [-2.157, -2.270, 0.892], [-2.680, 1.136, -0.374], [-0.883, 0.095, 2.408], [3.456, -0.325, 0.344], [1.097, 0.001, 0.814], [2.103, -0.995, 0.482], [-0.103, 1.944, 0.396], [0.419, 0.229, -1.329], [1.814, -1.526, -0.426], [-1.473, -0.312, 0.531], [-1.251, -1.755, 0.562], [0.904, 1.860, -2.522], [-1.652, 0.308, 1.777], [-2.327, -0.300, -1.376], [-3.490, -0.400, -0.046], [0.127, 1.100, -2.438], [0.162, 0.448, -3.310], [-2.531, 0.045, 2.220], [3.486, 0.331, -0.522], [2.104, -1.674, 1.336], [-2.551, 0.054, -0.373], [-0.446, -2.000, 1.251], [-0.917, 2.501, -0.287]], "forces_ev_per_angstrom": [[0.150, -0.207, 0.099], [0.094, -0.084, -0.040], [0.151, 0.389, 0.396], [0.054, 0.027, 0.049], [-0.692, -1.393, 0.352], [0.019, 0.019, -0.035], [0.013, 0.068, 0.004], [0.049, -0.171, 0.013], [-0.046, -0.110, -0.191], [-0.384, 0.024, 0.071], [-0.550, 0.528, -0.401], [0.702, -0.372, -0.278], [0.465, -0.372, -0.203], [0.190, -0.023, 1.218], [-0.064, 0.043, 0.157], [1.225, 0.654, -0.481], [0.028, -0.293, 0.080], [-0.042, -0.074, 0.110], [-0.320, 0.204, 0.606], [0.060, -0.068, -0.004], [0.029, -0.091, 0.011], [-0.213, 0.492, -0.963], [0.041, 0.061, 0.162], [0.037, -0.114, -0.137], [0.025, 0.051, -0.100], [-0.152, 0.052, -0.128], [-0.507, 0.280, -0.116], [0.004, 0.084, 0.003], [-0.367, 0.396, -0.254]], "lowdin_charge": [0.092, 0.094, 0.179, 0.094, -0.316, 0.107, 0.112, 0.093, 0.113, -0.033, 0.024, -0.160, -0.313, 0.024, 0.130, -0.315, -0.014, 0.116, 0.103, 0.104, 0.110, 0.020, 0.114, 0.122, 0.085, 0.135, -0.026, 0.095, 0.112]}

Entry 2:
{"formula": "C25H17BrClN3O4Pd", "method": "ωB97M-V/def2-TZVPD", "lumo_energy_ev": 4.04, "charge": -2, "molar_mass_g_mol": 645.21, "energy_ev": -124908.37745, "e_homo_ev": 0.27, "e_above_lowest_kcal_mol": 6.29, "symbols": ["Br", "C", "C", "C", "H", "H", "C", "H", "Pd", "N", "H", "C", "C", "C", "H", "H", "C", "C", "C", "O", "H", "N", "C", "C", "H", "O", "N", "O", "C", "H", "H", "O", "C", "C", "C", "Cl", "H", "H", "C", "C", "C", "C", "C", "C", "H", "H", "C", "C", "H", "H", "C", "H"], "coordinates": [[5.333, -3.434, -0.877], [-1.345, 5.304, -0.905], [4.083, -1.987, -1.033], [-3.188, 1.297, 0.701], [-1.463, -5.037, -3.201], [1.009, 1.409, 2.392], [4.481, -0.702, -0.709], [-2.584, 3.572, -1.116], [-0.737, 1.094, -0.838], [-0.608, 3.036, -1.065], [0.905, -1.349, -1.961], [-0.859, -5.608, 0.088], [0.737, 3.428, -0.957], [-0.042, 1.291, 2.642], [3.939, 1.334, -0.528], [-1.462, -2.685, -2.359], [-2.188, 1.242, 1.868], [1.019, 4.842, -0.825], [1.895, -1.183, -1.569], [-4.382, 1.372, 1.014], [5.504, -0.517, -0.405], [1.287, 1.111, -1.153], [-1.072, -5.851, -1.258], [2.212, 0.143, -1.140], [2.055, 5.150, -0.738], [-1.062, -1.626, 1.397], [-0.887, 1.387, 1.624], [-2.750, 1.257, -0.497], [1.671, 2.448, -0.990], [-3.754, 0.972, 3.276], [2.495, -3.219, -1.803], [-0.988, -0.948, -0.758], [-1.572, 3.952, -1.027], [-0.877, -4.297, 0.540], [3.581, 0.345, -0.778], [-1.042, -7.499, -1.845], [-2.158, 0.776, 5.217], [0.220, 6.800, -0.666], [-0.440, 1.057, 3.947], [-1.299, -4.819, -2.154], [-1.091, -3.242, -0.336], [-1.041, -1.801, 0.180], [0.009, 5.742, -0.791], [-2.683, 1.044, 3.151], [2.720, 2.723, -0.990], [-2.172, 6.001, -0.886], [-1.302, -3.514, -1.683], [2.788, -2.223, -1.491], [-0.680, -6.434, 0.763], [-0.713, -4.069, 1.585], [-1.798, 0.943, 4.208], [0.295, 0.972, 4.739]], "forces_ev_per_angstrom": [[-0.020, 0.006, -0.040], [-0.104, -0.064, -0.028], [0.107, -0.018, 0.030], [-0.330, -0.023, 0.084], [0.005, -0.007, 0.002], [-0.008, -0.023, -0.012], [-0.026, -0.179, -0.071], [0.037, -0.093, 0.080], [-0.301, -0.891, -0.819], [0.549, 0.423, 0.118], [-0.127, -0.062, 0.056], [-0.027, -0.021, -0.038], [0.115, -0.005, -0.061], [0.150, 0.046, -0.083], [-0.028, -0.065, 0.081], [0.017, 0.023, 0.028], [0.161, 0.082, -0.087], [-0.068, 0.154, -0.030], [-0.112, 0.105, 0.076], [0.166, 0.026, -0.095], [-0.005, 0.026, 0.030], [-0.115, 0.274, 0.082], [-0.001, 0.133, 0.021], [0.148, -0.106, -0.166], [-0.008, 0.001, 0.025], [0.084, -0.051, -0.067], [-0.412, 0.072, 0.711], [-0.031, 0.047, 0.332], [0.402, 0.249, -0.019], [0.013, -0.029, 0.003], [-0.039, 0.021, 0.008], [0.089, -0.293, -0.198], [-0.196, 0.229, -0.060], [-0.004, -0.045, 0.066], [-0.067, 0.141, 0.027], [-0.013, -0.127, -0.036], [0.001, -0.018, 0.004], [0.062, -0.003, -0.031], [-0.072, 0.013, 0.074], [-0.010, -0.039, 0.019], [0.085, 0.133, -0.049], [-0.133, 0.043, 0.131], [0.082, -0.104, 0.008], [-0.152, -0.025, 0.075], [-0.077, -0.003, -0.022], [-0.022, -0.038, -0.012], [0.020, -0.016, 0.012], [0.118, 0.028, 0.007], [0.010, 0.006, 0.002], [-0.008, 0.050, -0.022], [0.068, 0.016, -0.122], [0.025, 0.002, -0.023]], "lowdin_charge": [0.581, -0.148, -0.733, -0.596, 0.095, 0.108, -0.186, 0.100, 1.015, -0.089, 0.083, -0.118, -0.312, -0.134, 0.069, 0.118, -0.191, -0.086, -0.041, -0.014, 0.082, -0.101, -0.683, -0.303, 0.088, 0.027, 0.094, -0.150, -0.175, 0.105, 0.089, -0.169, -0.181, -0.019, -0.054, 0.593, 0.090, 0.077, -0.084, -0.115, -0.115, -0.598, -0.159, -0.022, 0.072, 0.059, -0.018, -0.159, 0.093, 0.114, -0.086, 0.087]}

> What is the formula in the second record?

C25H17BrClN3O4Pd